Below is a cluster of 9 separate species, C12H31N3O10S in total at a distorted geometry, with properties calculated with ωB97M-V/def2-TZVPD.

The total energy comes out at -48719.0832 eV. As for the SMILES: CNCN(Cc1ccc(C)cc1)C(=O)ON=C=S.O.O.O.O.O.O.O.O. As for the charge: 0. Its orbital gap is 0.237 hartree.

CARTESIAN COORDINATES (ANGSTROEM)
C  -0.265  -1.770  2.824
N  -0.328  -2.073  1.350
C  -1.552  -1.380  0.877
N  -1.619  -1.145  -0.601
C  -0.295  -1.037  -1.262
C  0.653  0.131  -0.741
C  0.265  1.297  0.189
C  1.336  2.345  0.656
C  2.814  2.253  0.219
C  3.938  3.278  0.714
C  3.200  1.100  -0.751
C  2.154  0.064  -1.215
C  -2.534  -0.094  -0.979
O  -2.467  0.595  -2.032
O  -3.665  0.224  -0.096
N  -3.660  1.601  0.022
C  -3.973  1.877  1.272
S  -4.368  2.599  2.700
H  0.596  -2.299  3.351
H  -0.103  -0.640  3.015
H  -1.276  -2.008  3.343
H  -0.346  -3.087  1.175
H  -1.662  -0.393  1.447
H  -2.449  -2.044  1.157
H  -0.472  -0.887  -2.395
H  0.271  -2.040  -1.184
H  -0.817  1.356  0.543
H  0.993  3.166  1.371
H  4.708  3.383  -0.127
H  4.486  2.938  1.665
H  3.437  4.307  0.861
H  4.274  0.981  -1.119
H  2.457  -0.796  -1.924
O  -7.441  1.461  3.055
H  -7.756  1.197  2.182
H  -6.611  1.925  2.875
O  -4.139  -2.547  -0.190
H  -4.076  -1.595  -0.019
H  -5.031  -2.778  0.098
O  2.606  -1.390  -3.859
H  3.182  -1.148  -4.597
H  2.135  -2.170  -4.176
O  4.970  5.574  -0.921
H  5.391  6.049  -1.649
H  4.480  6.258  -0.448
O  -4.446  2.567  -2.841
H  -3.883  2.173  -2.160
H  -3.843  2.727  -3.577
O  -0.631  -4.650  0.132
H  -0.065  -4.407  -0.612
H  -1.114  -5.423  -0.185
O  5.179  -2.516  -4.851
H  4.905  -2.718  -3.947
H  5.945  -3.085  -4.996
O  2.003  -2.174  5.207
H  1.744  -2.385  6.113
H  2.763  -2.747  5.042

Forces on the atoms, in the same order (eV/Å):
-0.1 0.4 0.6
-0.4 1.4 0.9
-1.1 -1.2 1.4
-1.0 2.7 0.4
1.0 0.4 -1.4
3.1 2.5 1.1
3.2 -0.8 -1.3
0.9 -2.6 -1.9
-2.2 -2.2 -0.9
-0.7 -0.3 -0.7
-3.6 -0.2 1.0
-0.9 2.2 2.1
1.4 1.5 -3.7
0.1 -2.9 3.9
2.3 -2.4 -1.0
-1.6 1.6 5.6
0.2 1.8 -1.4
1.2 -1.9 -3.4
-1.3 0.6 -0.9
-0.1 -1.7 -0.6
1.5 0.1 -0.6
-0.5 0.9 0.3
0.4 -1.4 -0.8
1.1 1.2 -0.5
0.1 -0.1 1.9
-1.0 1.7 0.2
1.8 0.2 -0.5
0.6 -1.3 -1.2
-1.2 -0.1 1.4
-1.1 0.5 -1.4
0.9 -1.7 0.0
-1.7 0.3 0.6
-0.5 1.8 1.4
0.0 0.0 -0.2
0.0 0.0 0.1
-0.3 -0.1 0.0
-0.4 0.0 0.1
-0.4 -0.5 0.0
0.1 0.0 -0.1
0.0 -0.3 -0.4
0.0 0.0 0.1
0.0 0.1 0.0
0.1 0.4 -0.2
0.0 -0.1 0.1
0.0 -0.1 0.0
0.0 0.2 0.0
0.0 0.0 -0.2
-0.1 -0.1 0.1
0.1 -0.4 -0.4
-0.1 0.0 0.1
0.0 0.1 0.1
0.1 -0.2 0.2
-0.1 0.1 -0.1
-0.1 0.1 -0.1
0.2 -0.2 0.2
0.0 0.1 -0.1
-0.1 0.1 0.0